Below is a molecular structure, C18H42CaN3OP2S, with properties calculated with ωB97M-V/def2-TZVPD.

XYZ file:
```
68
Properties=species:S:1:pos:R:3:forces:R:3:lowdin_charge:R:1
Ca 0.28176 0.05187 -0.56516 -1.719 0.944 3.891 0.579
P 0.09065 -2.12469 -1.45785 -0.259 -0.057 0.511 0.853
P 0.41448 2.39358 0.44291 -0.775 -2.046 -1.684 0.859
N 1.54399 0.63009 -2.00462 1.389 1.067 -3.526 -0.330
C 1.69767 -1.81573 -2.34194 -0.025 -0.670 -0.474 -0.275
H 2.33950 -2.67409 -2.10575 0.119 0.264 -0.243 0.092
H 1.45976 -1.87210 -3.41424 0.281 0.112 0.256 0.090
C 2.45086 -0.51096 -2.04716 0.406 0.608 -0.238 -0.247
H 2.99882 -0.57195 -1.09249 -0.061 -0.026 -0.147 0.128
H 3.17314 -0.27843 -2.83762 0.341 -0.596 0.150 0.128
C 2.02242 1.99617 -1.86187 0.232 -0.199 -0.146 -0.234
H 1.36117 2.62899 -2.45919 0.183 0.022 0.084 0.125
H 3.01773 2.00319 -2.30495 0.254 0.607 0.079 0.122
C 2.05188 2.48837 -0.40105 0.326 1.013 0.456 -0.292
H 2.35018 3.54687 -0.37191 0.464 -0.231 -0.200 0.088
H 2.79048 1.91553 0.18840 -0.228 0.201 -0.125 0.096
C 0.55307 2.69437 2.20322 0.771 2.581 0.381 -0.548
C 0.93300 1.71368 3.22697 -2.398 -1.905 1.022 -0.150
H 1.81049 1.06291 3.08457 -0.401 1.058 0.364 0.090
H -0.11547 0.89925 2.83036 2.292 4.271 1.116 -0.020
H 0.48843 1.82508 4.22279 1.327 1.184 0.084 0.109
C -0.72336 3.51302 -0.39402 0.284 1.308 0.642 -0.534
C -2.17012 3.31808 0.10506 -0.296 -0.093 -0.333 -0.122
H -2.85795 3.38832 -0.74319 0.084 -0.098 0.156 0.090
H -2.44619 4.09910 0.82287 0.025 -0.241 -0.257 0.070
H -2.31069 2.33540 0.57629 -0.118 0.263 -0.331 0.044
C -1.18012 -2.36046 -2.66756 -0.227 -0.779 -0.872 -0.534
C -2.38513 -3.02017 -1.99483 -0.342 -0.080 -0.081 -0.096
H -3.27803 -2.94368 -2.62839 0.247 0.041 0.096 0.096
H -2.61263 -2.55874 -1.02954 -0.086 -0.022 -0.145 0.066
H -2.18790 -4.08851 -1.84672 -0.120 0.231 0.078 0.070
C 0.38139 -3.48490 -0.33978 0.058 -1.082 -0.354 -0.544
C -0.71165 -3.68839 0.71951 -0.080 -0.126 0.162 -0.102
H -0.33458 -4.38127 1.48547 -0.104 0.113 -0.197 0.089
H -1.62240 -4.12611 0.29486 0.289 0.072 0.110 0.073
H -0.98748 -2.75222 1.22523 0.152 -0.288 -0.224 0.031
C -1.63093 -0.28331 0.69555 -4.787 -1.015 -0.088 -0.505
C -0.20996 4.94690 -0.18713 -0.340 0.824 -0.612 -0.123
H 0.60900 5.00493 0.53812 -0.076 0.165 -0.169 0.062
H 0.14283 5.38153 -1.12873 0.027 0.023 0.195 0.083
H -1.02683 5.58241 0.17318 0.254 0.110 -0.088 0.081
C -0.53208 -3.25008 -3.71488 -0.395 -0.674 -1.236 -0.137
H -1.20534 -4.07590 -3.96299 0.134 0.037 -0.266 0.091
H -0.32274 -2.68779 -4.62504 -0.007 -0.155 -0.121 0.085
H 0.41037 -3.68994 -3.37361 -0.382 0.015 -0.416 0.036
C 0.62186 -4.70967 -1.20335 0.237 -1.365 0.801 -0.123
H 0.84206 -5.56890 -0.55840 0.031 -0.064 -0.179 0.090
H -0.26014 -4.97197 -1.79609 0.205 0.041 0.192 0.071
H 1.47232 -4.58955 -1.88003 -0.099 -0.055 0.090 0.070
C -0.67126 3.51417 2.59047 0.007 0.504 0.805 -0.086
H -1.61971 2.99284 2.42751 0.357 -0.040 0.085 0.076
H -0.61628 3.76426 3.65186 -0.005 0.046 0.016 0.096
H -0.69128 4.45202 2.02900 -0.166 -0.301 0.344 0.063
H 1.44244 3.28934 2.21292 0.594 1.559 0.232 0.110
H 1.30966 -3.21526 0.19343 -0.155 0.031 -0.231 0.118
H -0.68984 3.24986 -1.45943 0.105 -0.209 0.404 0.091
H -1.49049 -1.39659 -3.11665 0.335 -0.327 0.597 0.110
O -2.62618 -0.46046 1.29837 1.571 0.510 -0.775 -0.016
H 0.81133 0.55915 -2.71963 0.349 0.167 -0.056 0.104
H -1.24690 0.69947 -1.39092 -0.881 0.717 -1.441 -0.087
N -1.26506 -0.00594 4.16934 0.145 -0.425 0.098 0.176
C -0.09748 -0.20561 3.53469 1.306 -2.290 -1.354 -0.784
N 0.95844 -0.88634 4.02295 0.102 -0.439 1.547 0.097
S 0.10788 -0.22573 1.82194 0.373 -4.648 -0.764 0.723
H -1.33320 -0.30775 5.09760 -0.237 -0.336 1.380 0.108
H -2.11495 0.30030 3.73005 0.114 -0.113 -0.493 0.126
H 1.74201 -1.24949 3.45435 -1.345 0.582 0.381 0.130
H 0.89328 -1.20836 4.95693 0.343 -0.298 1.060 0.106
```
Forces are in eV/Å.

Results
E_LUMO in eV: -2.478
ΔE to the lowest compared entry with this formula, charge and spin in kJ/mol: 1265.8
DFT total energy in eV: -73699.3876
Total charge: +1


Below is a molecular structure, C29H21BrI2N5OW, with properties calculated with ωB97M-V/def2-TZVPD.

XYZ file:
```
60
Properties=species:S:1:pos:R:3:forces:R:3:lowdin_charge:R:1
W -1.58684 1.52051 -0.29984 -0.264 0.427 0.431 1.300
I 0.72509 3.94778 6.11297 0.004 0.010 0.005 0.935
C 0.85534 3.53776 4.08021 -0.006 -0.089 -0.062 -0.726
C 1.09300 4.55044 3.17412 0.002 0.006 -0.051 -0.215
C 1.17765 4.24982 1.81744 0.029 0.068 0.116 -0.616
I 1.59854 5.87965 0.57247 0.002 0.024 -0.017 1.024
C 1.01355 2.95430 1.33101 0.101 -0.108 0.030 -0.198
O -2.00435 2.81539 0.73979 0.255 -0.459 -0.443 -0.443
C 0.77323 1.93111 2.27095 -0.013 0.002 -0.106 -0.153
C 0.44458 0.48700 1.93418 -0.009 0.040 0.052 -0.109
N -0.99969 0.40873 1.57364 -0.038 -0.039 0.053 -0.139
C -1.56945 -0.95931 1.58288 0.029 -0.009 -0.001 -0.073
C -2.83400 -1.03308 0.67513 -0.147 0.043 -0.094 -0.374
C -3.89030 -1.92941 1.21413 0.026 0.029 0.015 0.029
C -5.19266 -1.54411 1.26987 -0.015 -0.019 0.013 -0.037
C -5.56296 -0.25084 0.86470 0.021 -0.019 0.005 0.016
C -4.55703 0.65118 0.45153 0.042 0.032 0.018 -0.080
N -3.29647 0.33871 0.41177 0.094 0.010 -0.211 -0.050
C 0.70156 2.23701 3.62267 -0.021 0.065 0.096 -0.110
H 1.21713 5.57037 3.50846 0.001 -0.001 0.008 0.081
H 0.62527 -0.12505 2.82138 -0.006 0.010 -0.005 0.130
H 1.02594 0.06148 1.11969 -0.013 0.048 -0.013 0.115
H -1.50305 0.97106 2.25973 0.050 -0.026 0.025 0.128
H -1.80632 -1.25712 2.60585 -0.027 0.017 -0.011 0.141
H -0.81779 -1.65057 1.19827 -0.009 0.005 0.014 0.132
H -3.58769 -2.91712 1.53931 0.010 -0.008 -0.005 0.134
H -5.94356 -2.22896 1.63968 -0.011 0.005 0.002 0.123
H -6.58783 0.08575 0.88925 -0.016 -0.026 0.009 0.119
H -4.81586 1.66422 0.16239 0.029 -0.004 -0.008 0.132
H 0.52133 1.44275 4.33681 -0.004 -0.010 -0.004 0.103
N 5.85916 -4.76928 -4.19316 0.014 -0.014 0.000 0.175
C 5.06011 -4.06202 -3.76948 0.042 -0.021 -0.021 -0.175
C 4.05697 -3.17946 -3.24082 -0.066 0.032 -0.016 -0.221
C 4.09461 -2.80950 -1.89893 0.002 0.003 0.007 -0.008
C 3.11706 -1.96984 -1.39404 -0.002 0.006 -0.004 -0.026
C 2.10129 -1.48196 -2.21413 0.004 -0.044 -0.041 -0.214
C 2.07735 -1.85822 -3.55594 0.025 0.011 0.029 -0.006
C 3.04582 -2.70289 -4.07186 0.020 0.001 0.029 -0.004
C 1.02003 -0.60948 -1.67433 -0.103 0.073 0.078 -0.098
C -0.24228 -1.17334 -1.45637 0.023 0.093 -0.027 -0.213
C -0.53166 -2.61861 -1.45701 -0.075 0.003 0.016 0.046
C -1.76788 -2.79440 -0.98560 0.068 -0.026 -0.063 0.018
C -2.38530 -1.45403 -0.76542 0.083 0.003 0.057 -0.255
N -1.33148 -0.50461 -1.08218 0.053 0.120 0.111 -0.082
C 1.30458 0.69227 -1.24568 0.053 0.039 -0.153 -0.215
C 2.66725 1.23488 -1.16370 -0.049 0.060 0.074 0.034
C 2.62136 2.38976 -0.50341 -0.016 -0.086 -0.136 0.026
C 1.19959 2.71201 -0.16188 0.105 0.067 -0.054 -0.329
N 0.44297 1.58511 -0.72424 -0.224 -0.211 0.156 -0.099
H 4.88152 -3.18690 -1.26057 0.002 -0.005 0.000 0.126
H 3.13924 -1.69320 -0.34654 0.001 0.004 0.004 0.122
H 1.29587 -1.47748 -4.20132 -0.009 0.001 -0.005 0.128
H 3.02734 -2.99118 -5.11374 0.000 -0.005 -0.002 0.127
H 0.17249 -3.37683 -1.76105 -0.001 -0.021 -0.002 0.127
H -2.28139 -3.73586 -0.85970 -0.019 -0.002 0.019 0.125
H -3.25170 -1.30894 -1.42209 0.007 -0.036 -0.006 0.173
H 3.53645 0.73744 -1.56029 0.019 -0.004 -0.003 0.123
H 3.44484 3.03825 -0.24566 0.001 0.016 -0.003 0.125
H 0.91330 3.61917 -0.70360 -0.089 -0.002 0.079 0.083
Br -2.50385 2.33971 -2.44771 0.036 -0.078 0.014 0.064
```
Forces are in eV/Å.

Results
E_LUMO (alpha / beta) in eV: -3.435 / -5.352
ΔE to the lowest compared entry with this formula, charge and spin in kJ/mol: 113.6
DFT total energy in eV: -127977.0551
Multiplicity: 3
Total charge: +1


Below is a molecular structure, C14H24BrN5O6Zn, with properties calculated with ωB97M-V/def2-TZVPD.

XYZ file:
```
51
Properties=species:S:1:pos:R:3:forces:R:3:lowdin_charge:R:1
O 2.71844 -2.85889 -3.03002 0.546 -0.329 0.052 -0.128
H 3.58185 -3.12460 -3.38481 -0.476 0.232 0.109 0.076
Zn 0.44758 -0.46909 0.53446 -1.213 -1.168 -0.163 0.648
N -1.08358 -1.20733 1.61575 -2.548 -1.546 -1.321 -0.214
N -0.58116 -1.54756 -0.80526 -2.392 -1.502 0.457 -0.195
N 1.09125 0.95449 1.76941 1.066 3.285 0.827 -0.054
N 1.81366 0.51852 -0.54183 1.558 2.720 -1.067 -0.021
O -1.29006 -0.83872 2.84996 0.277 0.627 1.523 -0.237
O 0.48174 1.16711 2.98036 0.611 -0.107 -0.601 -0.024
O 1.96659 0.28128 -1.89763 0.148 0.256 0.877 -0.030
O -0.24986 -1.48640 -2.04753 0.518 0.015 -1.008 -0.197
C -1.72793 -2.15444 -0.40296 2.688 0.936 -1.877 -0.272
C -2.01275 -1.95678 0.98192 2.228 1.788 2.413 -0.274
C 1.91631 1.89575 1.31591 -2.010 -1.984 2.217 -0.235
C 2.31089 1.66107 -0.05791 -0.633 -3.014 -2.216 -0.226
C -3.19142 -2.47293 1.72603 -0.268 -0.107 -0.008 -0.029
H -3.76576 -1.65486 2.18282 0.237 -0.155 -0.007 0.085
H -2.85233 -3.13714 2.53333 -0.141 0.223 -0.073 0.089
H -3.86063 -3.03522 1.06851 0.122 0.095 0.203 0.061
C -2.60592 -2.89747 -1.34965 -0.121 0.002 -0.133 -0.033
H -2.03307 -3.66186 -1.88871 -0.064 0.228 -0.019 0.085
H -3.05499 -2.22179 -2.09069 0.168 -0.147 0.037 0.086
H -3.41927 -3.39463 -0.81249 0.174 0.076 -0.174 0.059
C 2.31732 3.09099 2.10966 0.152 0.210 0.075 -0.006
C 3.11298 2.63032 -0.85785 -0.082 0.234 -0.102 0.002
H 2.20314 2.89792 3.18248 -0.065 0.023 -0.329 0.087
H 1.70369 3.96665 1.84540 0.118 -0.256 0.084 0.105
H 3.36456 3.34612 1.90400 -0.228 -0.027 0.023 0.090
H 2.92589 2.49490 -1.92902 0.037 -0.034 0.305 0.089
H 4.19003 2.50481 -0.67493 -0.260 -0.046 -0.011 0.104
H 2.84677 3.65527 -0.56816 0.093 -0.216 -0.103 0.090
H -0.22355 0.42020 3.02233 -0.152 -0.380 0.093 0.056
H 1.28438 -0.42924 -2.09565 -0.127 -0.232 0.099 0.069
C 2.75920 -3.07042 -1.61656 -0.039 -0.058 -0.117 -0.163
H 1.73838 -3.28299 -1.28254 0.199 0.123 -0.064 0.070
H 3.12952 -2.16878 -1.11154 -0.057 -0.150 0.059 0.062
H 3.40439 -3.92274 -1.35141 -0.186 0.218 -0.032 0.081
O 1.72945 -1.89854 1.93047 0.108 0.144 0.436 -0.046
H 2.22350 -1.27177 2.48712 -0.194 -0.351 -0.198 0.062
H 1.06806 -2.28749 2.53336 0.132 0.252 -0.345 0.069
Br -1.85863 3.27366 -3.71984 -0.013 -0.161 0.288 0.741
C -2.01517 2.59122 -1.95450 0.096 -0.321 0.617 -0.651
C -3.01650 3.05976 -1.09985 0.190 -0.190 -0.033 -0.105
C -3.07508 2.55466 0.19980 0.436 -0.305 -0.136 -0.037
C -2.11788 1.61094 0.59086 -0.476 0.267 -0.074 -0.107
N -1.17824 1.16040 -0.23561 0.332 0.260 -0.165 0.058
C -1.11208 1.62422 -1.48576 -0.599 0.630 -0.088 -0.150
H -3.72300 3.79930 -1.46460 0.060 -0.095 0.131 0.104
H -3.82766 2.85902 0.92356 0.100 0.074 -0.293 0.110
H -2.12058 1.19659 1.60031 0.016 0.017 -0.195 0.104
H -0.33246 1.23650 -2.13051 -0.066 -0.057 0.026 0.092
```
Forces are in eV/Å.

Results
E_LUMO in eV: -0.857
DFT total energy in eV: -153097.7377